No. 1
26
Properties=species:S:1:pos:R:3:forces:R:3 method="wB97M-V/def2-TZVPD" homo_ev=0.30 charge=-2 e_tot_ev=-36807.3765 e_lumo_ev=5.76 spin_multiplicity=1 homo_lumo_gap_ev=5.46
C 2.46898 -1.06108 -0.66028 -0.2 0.6 -0.4
C -2.33940 -1.13681 0.07338 -0.1 0.0 -0.4
H 2.95197 -0.18859 1.32823 0.0 0.0 0.1
Cl 0.36672 -3.03965 2.25359 0.0 -0.6 0.4
C -2.48380 0.28865 0.29236 0.0 0.0 -1.2
H 2.22671 2.15767 0.22278 0.0 0.0 0.0
H -1.75089 -2.27444 -1.79386 0.2 0.5 0.4
H 1.51261 1.68311 -2.33224 -0.1 0.0 0.0
H -2.78766 -1.92586 0.68347 -0.2 0.2 -0.3
C -1.66025 -0.03986 -1.83373 -0.7 -0.4 0.2
C 1.86985 0.94352 -1.62712 0.4 -0.7 0.5
H 2.64219 -2.12207 -0.49940 0.0 0.1 0.0
C -2.05560 0.94272 -0.89375 -0.5 -0.2 0.7
F 1.05915 1.22162 3.23944 -0.4 0.1 0.2
C -1.86462 -1.31210 -1.27606 0.1 0.2 0.1
H -2.95624 0.74714 1.15144 0.1 0.1 0.0
F -1.07132 1.08907 3.77856 0.1 0.7 0.5
Cd -0.74786 -0.99216 1.80913 1.1 1.0 -1.0
F -0.43362 2.11898 1.92818 0.1 -0.6 0.9
C -0.17843 0.99416 2.71005 -0.1 -0.2 -1.0
C 2.63831 -0.03602 0.30645 -0.3 0.0 -0.5
C 1.99161 -0.46021 -1.86114 0.4 0.4 0.6
H -1.34668 0.16841 -2.85801 0.1 -0.1 0.4
H 1.77801 -0.98987 -2.78668 -0.1 0.1 0.1
C 2.26451 1.20045 -0.28291 0.0 -0.6 -0.5
H -2.09425 2.02321 -1.07188 0.3 -0.5 0.2

***

No. 2
25
Properties=species:S:1:pos:R:3:forces:R:3 method="wB97M-V/def2-TZVPD" homo_ev=1.58 charge=-2 e_tot_ev=-40585.1279 e_lumo_ev=5.72 spin_multiplicity=1 homo_lumo_gap_ev=4.14
H -0.29733 2.99589 1.06414 0.5 -0.9 -0.1
C 0.79822 1.24632 1.99319 0.8 0.5 0.2
H 1.25079 2.50296 -1.15281 0.1 -0.4 1.0
C -3.55968 0.01466 2.07298 -0.4 -0.4 0.8
H 1.48704 -0.16062 -2.65584 -0.7 -0.7 0.4
S -2.17380 -0.04620 1.33424 1.6 -3.3 3.1
H 0.30751 1.14784 2.98118 0.3 0.0 -1.0
Hg 0.08617 -0.06137 0.01748 -2.5 0.4 1.0
C 1.08829 -1.86990 -1.14974 -0.5 -0.2 -1.3
H -1.25400 0.00922 -2.80911 0.4 -0.7 0.7
C -1.25014 -1.65356 -1.24832 -0.1 -0.6 -1.0
H 2.10507 -2.10827 -0.76687 -1.0 0.1 -0.4
N -4.56097 0.01995 2.65331 -2.2 0.3 1.0
H -2.33094 -1.78146 -1.02952 1.1 0.3 -0.1
C 1.86359 0.39189 1.50331 0.5 0.8 -0.6
C 1.32577 1.99323 -0.16743 1.1 -0.1 0.8
H -0.27010 -3.10915 0.20839 0.0 0.6 -0.7
C 0.48025 2.21359 0.98575 1.0 0.6 0.3
C 0.75819 -0.83349 -2.15091 -0.3 -1.5 -0.1
C -0.17696 -2.36999 -0.61095 0.7 -0.1 -0.6
C 2.21604 0.86207 0.14563 0.1 0.9 0.8
Cl -2.34520 1.51503 -0.43435 -0.4 3.5 -4.0
H 2.89285 0.33557 -0.57324 -0.7 0.7 0.9
H 2.25177 -0.52916 1.98908 -0.3 1.0 -0.4
C -0.69244 -0.72503 -2.19961 0.7 -0.7 -0.6

***

No. 3
23
Properties=species:S:1:pos:R:3:forces:R:3 method="wB97M-V/def2-TZVPD" homo_ev=-8.61 e_tot_ev=-33378.8120 e_lumo_ev=0.79 spin_multiplicity=1 homo_lumo_gap_ev=9.40 smiles="ClP(c1ccccc1)C1C=CC=C1"
C -2.07272 -2.16799 2.34519 -1.7 0.0 1.9
C -1.23167 -2.51073 1.38588 0.9 -1.2 -0.1
H 0.00956 2.45156 -3.02227 1.0 -0.8 1.1
C -2.23199 -0.39517 0.93610 1.7 0.6 -2.2
H 2.65014 0.63644 0.62252 1.9 -0.6 1.2
C 2.26836 0.90567 -0.30625 0.0 2.0 -0.5
Cl 1.76273 -2.18813 0.29071 0.9 -1.6 -0.8
H -3.45483 -0.32358 2.58758 0.7 -0.8 0.4
C -2.66628 -0.89652 2.06662 -2.4 1.2 1.5
C -1.25280 -1.35944 0.45431 3.9 -1.2 -2.1
C 0.96822 0.49961 -0.38198 -1.9 -0.8 -0.6
H -2.35239 0.58479 0.48505 -0.4 -0.3 0.2
H 2.39925 3.14590 -2.87674 -0.7 -1.4 1.2
C 2.83558 1.88340 -1.16091 0.1 -1.3 0.5
H -0.94156 0.69618 -1.56634 0.8 0.2 0.5
H 3.89164 2.19805 -1.12903 -0.7 -0.2 0.3
C 0.66115 1.95371 -2.23102 -0.9 0.9 -1.1
H -0.98766 -1.66645 -0.58604 -1.0 0.6 0.3
H -0.53412 -3.40290 1.40876 -1.1 1.3 -0.4
H -2.38647 -2.65319 3.24764 0.4 -0.6 0.2
P 0.55633 -0.75954 0.93949 -1.8 2.4 0.6
C 2.00610 2.35128 -2.13682 0.0 1.9 -1.9
C 0.10341 1.01704 -1.37246 0.3 -0.2 -0.4

***

No. 4
25
Properties=species:S:1:pos:R:3:forces:R:3 method="wB97M-V/def2-TZVPD" homo_ev="-7.75 / -7.76" e_tot_ev=-19868.6448 e_lumo_ev="-0.51 / -0.51" spin_multiplicity=1 homo_lumo_gap_ev="7.24 / 7.24"
F -3.10825 0.86001 1.30402 1.0 0.0 0.6
O 2.51127 2.16020 -0.07041 1.3 -0.2 1.0
H 0.93461 0.42636 1.91872 -2.1 -0.3 -0.1
C 0.58300 -2.89814 -1.62462 -0.2 0.2 -1.6
C 0.42189 1.15589 -0.31942 -2.1 -0.6 2.7
C 1.50283 -1.90522 -2.03930 0.0 -0.8 -0.4
H -1.36640 -3.17673 -0.67266 0.1 -0.4 0.0
C -1.83707 -0.71087 0.19634 -0.7 -1.3 0.2
C -0.78381 2.34116 1.99753 -1.8 -0.6 1.9
C 0.35298 -0.25496 -0.85792 -0.8 1.1 1.1
H 0.20435 2.69693 1.90208 0.8 1.2 -0.5
C -1.85912 0.37872 0.98631 -2.1 -1.1 -1.8
H -0.85677 2.22738 3.13342 -0.2 -0.3 -1.3
H -2.76879 -1.33296 0.14992 1.0 0.9 -0.3
O 1.78759 0.63764 1.58581 4.0 2.1 -1.6
H -1.64302 3.00225 1.74368 1.0 -0.1 -0.3
C -0.62530 -1.18262 -0.50310 -1.0 -0.3 1.4
H 0.04617 1.98897 -0.94501 0.3 -0.4 0.4
C -0.51691 -2.55024 -0.87628 0.3 2.1 -0.2
H 2.30365 -2.13596 -2.71295 0.2 -0.5 -0.3
N -0.78198 1.05236 1.32726 3.1 1.5 -1.6
C 1.74519 1.41397 0.44532 -3.4 -1.6 0.2
H 1.87266 0.20470 -2.13742 1.7 1.1 -0.7
C 1.37034 -0.58649 -1.69923 -1.0 -1.6 0.2
H 0.51087 -3.81233 -2.23208 0.7 0.0 0.8

***

No. 5
24
Properties=species:S:1:pos:R:3:forces:R:3 method="wB97M-V/def2-TZVPD" homo_ev="-7.30 / -7.30" e_tot_ev=-25379.2249 e_lumo_ev="-1.34 / -1.34" spin_multiplicity=1 homo_lumo_gap_ev="5.96 / 5.95" smiles="S=C=C=N[C@H]1C=CC=C2CCNC=C21"
H 1.87769 0.31976 -1.88000 0.4 -0.6 -1.9
C -0.36392 2.07387 -0.81410 0.3 -2.9 0.2
C 1.76258 0.71591 -0.92348 1.2 0.3 2.5
N 1.60556 -1.63218 -0.04973 0.3 0.1 0.0
H -3.61054 1.01096 -0.52267 -1.1 0.0 -0.2
C -1.80378 2.07728 -0.77015 0.4 -1.3 -0.6
H 3.29988 -0.40780 0.00443 3.4 -0.9 -0.6
C -0.24909 -1.51429 2.82998 -0.3 0.0 0.2
C -0.39123 -0.34795 -0.39005 -0.6 0.4 -0.2
H -0.40783 -2.31544 -0.20047 0.0 -1.8 0.2
H 2.06382 -2.45277 -0.40580 0.1 0.0 0.1
N -1.97452 -0.54803 1.32186 -2.8 0.2 2.1
C -1.18885 -1.06132 2.07456 1.5 -0.5 1.0
C -2.55786 0.98566 -0.51540 1.6 0.3 0.9
C 0.27167 -1.51132 -0.21092 -0.7 1.0 -0.7
C 2.29555 -0.37637 0.07356 -2.9 2.5 2.3
H 0.01510 2.96543 -1.25372 1.1 0.4 0.1
C -1.89345 -0.33265 -0.03958 0.9 0.5 -4.2
H -2.43942 -1.16723 -0.62965 0.7 0.9 1.3
H 2.45290 1.63269 -0.81874 -1.5 -1.1 -0.2
H -2.02529 2.97726 -1.29229 -2.0 0.7 0.2
S 0.78297 -2.01934 3.90397 -0.1 0.0 -0.2
H 2.18516 0.05929 1.19369 -0.3 -1.0 -2.3
C 0.29291 0.86857 -0.68533 0.2 2.8 0.1

***

No. 6
28
Properties=species:S:1:pos:R:3:forces:R:3 method="wB97M-V/def2-TZVPD" homo_ev=-8.28 e_tot_ev=-31341.6654 e_lumo_ev=-0.10 spin_multiplicity=1 homo_lumo_gap_ev=8.18 smiles="Nn1c(Nc2ccccc2)nc2[nH]ncc2c1=S"
H -2.09194 -1.34254 -2.60901 -0.5 0.1 -0.6
C -0.23466 -0.76303 -1.74804 -1.0 -0.2 -1.3
C -0.93615 0.40135 2.90762 0.5 -1.2 1.9
C 1.28039 0.60737 2.02696 0.0 0.3 -1.2
H -1.37002 -0.89795 -4.80915 -0.7 -0.3 -2.0
C -0.59285 -0.81960 -4.12124 -1.5 0.0 -0.7
H 2.58114 -0.16136 -3.52457 1.2 -0.1 0.1
C -0.50924 -0.08332 0.66830 0.8 -3.4 -2.1
N 2.54446 1.75733 3.58605 -1.2 -1.7 -0.5
H -1.85141 -1.01897 -0.52763 -0.2 -0.2 -0.2
N 2.51230 1.14864 2.35237 -0.5 -1.3 -2.8
H 1.28847 -0.53219 -5.36376 -1.6 0.4 0.3
H 3.25547 0.94297 1.67909 0.3 0.9 1.2
N -2.88816 -0.11493 1.49806 1.7 -1.8 1.1
H -3.33368 0.42218 0.81911 -0.3 1.5 -1.3
N -0.85263 -0.90355 -0.47891 0.1 2.0 1.5
S -1.74644 -0.09659 4.29274 -0.3 0.9 -1.0
C 0.68760 -0.48074 -4.42366 4.0 -1.1 1.7
C 1.11342 -0.45411 -2.00246 1.6 -0.6 1.9
H -3.37529 -0.04151 2.41800 1.3 0.0 -0.7
N 0.73778 0.02021 0.90645 3.1 1.1 -0.9
C -1.11423 -0.99051 -2.87671 2.8 0.5 3.5
N -1.45284 0.13055 1.59285 -1.6 1.8 3.5
H 1.92075 -0.33957 -1.18762 -2.0 -0.2 -1.2
C 0.49644 0.77415 3.07551 -2.2 1.4 2.2
C 1.59685 -0.46370 -3.29438 -2.9 1.4 -1.8
C 1.34494 1.48254 4.06721 -1.6 0.1 0.5
H 0.98952 1.81688 5.07681 0.7 -0.3 -1.2

***

No. 7
22
Properties=species:S:1:pos:R:3:forces:R:3 method="wB97M-V/def2-TZVPD" homo_ev="-7.78 / -7.78" e_tot_ev=-13605.8569 e_lumo_ev="-0.73 / -0.73" spin_multiplicity=1 homo_lumo_gap_ev="7.05 / 7.05"
H 1.03595 -2.96230 -1.01389 -0.3 -1.1 -0.1
C -0.69491 2.53019 1.15098 0.9 -1.0 1.2
C -0.32086 0.32862 1.60139 -2.4 -2.0 -0.9
H 0.95177 -3.07984 0.75589 -1.3 1.1 -1.6
C 0.58744 2.04645 0.64436 -0.6 0.4 -0.3
H 0.11572 -1.08501 -2.73611 -0.2 0.0 1.9
H 2.07767 -0.93948 0.55895 0.2 0.0 0.1
C 0.72233 0.68708 0.77175 0.1 1.2 1.1
C -1.29062 -0.48919 0.94928 4.2 -1.9 -0.2
C -2.21739 0.60313 0.92301 0.0 2.0 0.4
O -1.16380 3.76630 1.06908 -1.6 -1.1 0.9
H 1.77617 -0.05774 -0.90529 1.0 0.8 -1.5
H 1.20173 2.56387 -0.04789 0.3 0.9 -0.6
C -0.38320 -0.81397 -1.72576 -1.7 1.1 -1.8
H -0.54440 4.20668 0.55859 1.7 2.1 -1.6
H -0.58892 -3.45787 -0.14825 1.3 1.4 -0.7
H -1.47598 -1.17133 -1.85932 1.7 1.0 0.2
C 0.32687 -2.76898 -0.19549 1.0 -1.9 1.6
C -1.33639 1.44465 1.75166 -0.8 -0.6 -0.7
C 0.17136 -1.32251 -0.43818 -1.9 1.8 2.0
C 1.34350 -0.38073 -0.01662 -0.7 -2.2 1.2
H -0.29405 0.35198 -1.64814 -0.8 -2.1 -0.4

***

No. 8
23
Properties=species:S:1:pos:R:3:forces:R:3 method="wB97M-V/def2-TZVPD" homo_ev=-8.10 e_tot_ev=-15657.5440 e_lumo_ev=-0.01 spin_multiplicity=1 homo_lumo_gap_ev=8.08
H 3.07907 -1.39703 -0.32921 0.1 -0.4 -0.7
O -0.90253 -1.08630 -0.87715 1.7 0.6 -0.3
H 0.68964 -0.26031 3.02562 -0.6 1.0 3.0
C 0.03921 -0.94008 1.19626 0.3 0.4 2.7
C 1.31361 -0.36836 -0.55805 0.6 1.4 -2.2
C 0.86495 2.12065 -1.11010 1.5 -0.8 2.1
H 0.64694 -2.45426 -0.26270 -0.4 1.1 -0.2
C -2.35611 -0.74060 2.10955 -1.5 0.2 0.1
C -1.89600 0.96057 -1.32341 -4.0 2.3 0.2
C 0.51944 0.83354 -0.81488 -1.0 2.1 -1.5
C 0.36012 -1.37230 -0.18456 -1.6 -2.0 0.7
H -3.34639 -0.62786 2.37206 -1.3 0.1 0.7
C -0.85239 0.33151 -0.91474 2.9 -0.7 -0.9
C 2.59423 -0.51875 -0.74087 1.9 0.0 1.3
H -2.57759 -0.58589 -1.20236 -1.2 -2.2 0.2
H 1.94397 -0.62117 1.73054 1.3 0.3 0.4
C 0.95881 -0.51269 2.08970 -0.8 -2.0 -3.8
H 0.26007 3.01219 -1.27312 -0.5 -0.8 -0.2
C -1.34075 -0.81420 1.51452 2.1 -0.6 0.3
H 1.87238 2.44125 -0.77626 -0.3 -0.4 -0.7
H -2.05805 2.04407 -1.47262 0.5 -0.9 0.1
H 3.24551 0.33596 -0.85612 0.0 0.1 -0.4
O -3.05813 0.22005 -1.34211 0.5 1.2 -0.8

***

No. 9
29
Properties=species:S:1:pos:R:3:forces:R:3 method="wB97M-V/def2-TZVPD" homo_ev=-8.58 e_tot_ev=-45194.3226 e_lumo_ev=0.67 spin_multiplicity=1 homo_lumo_gap_ev=9.25 smiles="COC(=O)NC1=N[C@H](c2c(Cl)cccc2Cl)CN1"
C -0.25759 3.01083 -3.49085 -0.5 0.0 0.4
C -1.25619 0.81473 -3.93195 0.2 -2.2 1.3
H -1.77249 -0.09076 -4.49580 1.1 2.5 0.8
C -0.83620 0.42543 -2.59683 0.3 2.1 -0.1
C -0.28414 -2.23710 5.20080 0.3 -0.4 0.7
N -0.59821 0.12678 0.44654 -0.6 0.6 0.9
Cl 0.86866 3.89486 -1.16238 -0.2 -0.3 -0.2
H -0.23074 -3.29892 5.02167 0.1 -0.6 0.6
C -0.93312 2.10802 -4.38741 1.1 0.2 2.0
C 1.56769 0.17746 -0.37282 3.0 -2.0 -0.5
H -0.06036 4.05715 -3.84240 -0.1 -1.2 0.4
C 0.02455 -0.87825 0.94624 2.1 3.1 -3.2
H -1.63675 -1.73244 1.59659 1.5 0.1 0.2
C -0.03841 -2.18260 2.81942 0.6 0.4 2.0
O -0.69433 -1.70692 3.96161 -0.5 0.0 -2.7
H -1.10205 2.45485 -5.39867 -0.2 -0.2 0.1
Cl -1.26331 -1.17808 -2.00309 0.2 0.5 -0.9
H 0.66370 1.84230 0.21706 -0.6 1.6 0.9
H 2.37718 0.79511 -0.00951 0.7 0.0 -0.6
H 1.80658 -1.79330 0.52240 0.4 -0.3 -0.2
N -0.59562 -1.87489 1.61299 -4.0 -0.1 0.3
H -1.02724 -2.00459 6.03335 1.0 0.0 -1.4
H 0.73318 -1.89023 5.41099 -0.3 0.1 0.3
C 0.35491 1.00246 -0.32154 -2.2 -3.0 0.0
O 1.03302 -2.70053 2.78595 0.9 -0.7 1.5
C -0.14037 1.33816 -1.68883 -1.0 0.8 -1.3
H 1.79870 -0.26862 -1.37496 -0.1 0.5 0.7
N 1.40814 -0.88464 0.62606 -1.9 -0.1 1.1
C 0.09081 2.67372 -2.12465 -1.0 -1.3 -3.2